ORCA calculation (the ωB97M-V functional and the def2-TZVPD basis) on 10 unconnected molecules or ions with the total composition C67H67BrF9N3O5P.

Calculated values
net charge: +1
frontier orbital gap: 5.32 eV
largest force on an atom: 0.093 hartree/bohr
lowest unoccupied orbital energy: -4.7 eV
E_HOMO: -10.0 eV
E: -6947.36366 a.u.
M: 1276.1 g mol⁻¹

Atoms and positions in Å:
C  -1.66  -3.58  -6.06
C  -2.27  -2.11  -5.91
O  -3.01  -1.66  -7.08
C  -2.14  -1.30  -8.14
O  -2.05  -2.11  -9.10
C  -1.24  0.04  -8.14
C  0.23  -0.27  -8.70
C  1.36  -0.26  -7.52
C  1.93  -1.71  -7.19
C  1.85  -2.41  -5.81
P  1.09  -1.52  -4.30
O  1.58  0.12  -4.24
Br  2.12  -2.44  -2.47
C  2.39  -3.84  -5.59
N  3.00  -4.52  -6.66
N  3.05  -3.90  -7.83
C  3.69  -4.74  -8.94
N  4.09  -6.08  -8.40
C  3.01  -7.09  -8.63
C  2.63  -2.61  -8.27
C  2.87  -2.12  -9.78
O  4.29  -1.91  -10.06
O  4.54  -0.56  -10.06
H  -2.30  -4.38  -5.56
H  -1.40  -3.87  -7.14
H  -0.64  -3.59  -5.50
H  -3.01  -2.14  -5.04
H  -1.42  -1.36  -5.73
H  -1.79  0.77  -8.85
H  -1.24  0.55  -7.11
H  0.50  0.61  -9.40
H  0.30  -1.20  -9.35
H  0.89  0.27  -6.63
H  2.24  0.38  -7.88
H  0.72  0.62  -4.22
H  2.32  -4.36  -4.58
H  4.69  -4.24  -9.24
H  3.02  -4.83  -9.85
H  4.98  -6.35  -8.82
H  1.99  -6.63  -8.36
H  3.07  -7.44  -9.71
H  3.18  -7.97  -7.92
H  2.36  -1.13  -9.99
H  2.42  -2.88  -10.52
H  4.84  -0.36  -10.98
F  0.17  -5.17  -1.44
C  0.34  -5.06  -0.11
C  0.76  -6.17  0.62
C  0.95  -6.06  1.99
C  0.70  -4.85  2.63
C  0.27  -3.74  1.89
C  0.10  -3.85  0.52
H  0.94  -7.11  0.10
H  1.28  -6.92  2.56
H  0.83  -4.76  3.70
H  0.07  -2.80  2.39
H  -0.22  -3.00  -0.07
F  -0.36  -10.12  -0.09
C  -1.55  -9.57  0.19
C  -2.44  -10.25  1.00
C  -3.68  -9.67  1.29
C  -4.00  -8.43  0.77
C  -3.10  -7.75  -0.05
C  -1.86  -8.32  -0.33
H  -2.18  -11.22  1.39
H  -4.38  -10.20  1.93
H  -4.97  -7.98  0.99
H  -3.35  -6.78  -0.46
H  -1.14  -7.81  -0.95
F  0.51  -0.42  2.35
C  1.72  -0.06  2.81
C  1.82  0.60  4.03
C  3.07  0.97  4.51
C  4.21  0.69  3.76
C  4.10  0.04  2.54
C  2.85  -0.34  2.06
H  0.92  0.81  4.60
H  3.16  1.47  5.47
H  5.19  0.98  4.13
H  4.99  -0.18  1.95
H  2.75  -0.86  1.12
F  6.80  -1.23  1.15
C  8.01  -0.87  1.61
C  8.11  -0.22  2.83
C  9.36  0.15  3.31
C  10.50  -0.13  2.56
C  10.39  -0.78  1.33
C  9.14  -1.16  0.86
H  7.21  0.00  3.40
H  9.45  0.65  4.26
H  11.48  0.16  2.93
H  11.27  -1.00  0.75
H  9.03  -1.68  -0.09
F  3.62  4.30  3.57
C  2.43  4.72  4.04
C  2.39  5.54  5.16
C  1.16  5.98  5.64
C  -0.02  5.57  5.01
C  0.04  4.74  3.90
C  1.27  4.31  3.41
H  3.31  5.84  5.64
H  1.12  6.63  6.50
H  -0.97  5.91  5.39
H  -0.88  4.42  3.41
H  1.33  3.67  2.54
F  -2.54  7.28  4.79
C  -2.62  8.46  5.42
C  -2.01  8.63  6.65
C  -2.09  9.86  7.29
C  -2.80  10.90  6.71
C  -3.42  10.73  5.47
C  -3.33  9.50  4.82
H  -1.47  7.80  7.09
H  -1.61  10.00  8.25
H  -2.87  11.86  7.21
H  -3.97  11.54  5.02
H  -3.80  9.34  3.86
F  -5.03  12.98  4.18
C  -6.22  13.40  4.65
C  -6.26  14.22  5.76
C  -7.49  14.66  6.24
C  -8.67  14.25  5.61
C  -8.61  13.42  4.50
C  -7.38  12.99  4.01
H  -5.34  14.52  6.24
H  -7.53  15.31  7.11
H  -9.62  14.59  6.00
H  -9.53  13.10  4.02
H  -7.32  12.35  3.14
F  -3.87  -11.34  4.13
C  -3.30  -10.49  4.99
C  -3.19  -9.15  4.66
C  -2.60  -8.27  5.55
C  -2.11  -8.74  6.77
C  -2.21  -10.09  7.09
C  -2.82  -10.97  6.20
H  -3.57  -8.80  3.71
H  -2.52  -7.21  5.31
H  -1.64  -8.05  7.47
H  -1.83  -10.45  8.04
H  -2.91  -12.02  6.44
F  -2.51  3.91  2.29
C  -2.80  4.39  1.06
C  -2.18  3.82  -0.05
C  -2.48  4.31  -1.31
C  -3.38  5.36  -1.46
C  -3.99  5.92  -0.34
C  -3.70  5.43  0.93
H  -1.48  3.01  0.09
H  -2.01  3.87  -2.19
H  -3.61  5.75  -2.45
H  -4.69  6.74  -0.45
H  -4.17  5.85  1.81

These are the Mulliken partial charges, in e, on atoms 1 to 99: -0.604 0.208 -0.371 0.370 -0.508 -0.663 -0.630 -0.616 -0.115 0.312 0.648 -0.530 -0.194 -0.281 -1.068 0.924 -0.638 -0.343 -0.723 0.669 -0.901 -0.178 -0.395 0.329 0.228 0.016 0.329 -0.115 0.367 0.280 0.326 0.535 0.174 0.405 0.393 0.339 0.341 0.335 0.302 0.240 0.308 0.273 0.439 0.438 0.345 -0.351 0.313 -0.486 -0.474 -0.714 -0.294 -0.375 0.527 0.415 0.433 0.467 0.539 -0.337 0.243 -0.422 -0.704 -0.341 -0.488 -0.390 0.456 0.574 0.417 0.388 0.583 -0.369 0.254 -0.525 -0.496 -0.416 -0.076 -0.556 0.463 0.443 0.352 0.299 0.644 -0.229 0.443 -0.001 -0.466 -0.469 -0.442 -0.493 0.164 0.368 0.366 0.357 0.395 -0.354 0.221 -0.582 -0.341 -0.469 -0.386

***

ORCA calculation (the ωB97M-V functional and the def2-TZVPD basis) on a molecular structure, C67H81CsN3O6P.

Calculated values
net charge: -2
frontier orbital gap: 5.34 eV
largest force on an atom: 0.023 hartree/bohr
lowest unoccupied orbital energy: 3.6 eV
E_HOMO: -1.8 eV
E: -3579.05825 a.u.
M: 1188.3 g mol⁻¹

Atoms and positions in Å:
Cs  0.53  2.20  -1.78
C  2.97  2.99  0.91
O  1.88  2.10  0.72
C  1.85  0.95  1.46
C  0.79  0.72  2.35
C  -0.47  1.59  2.42
C  -1.72  0.78  2.12
C  -2.43  0.11  3.10
C  -3.50  -0.74  2.83
C  -3.82  -0.93  1.48
C  -3.16  -0.27  0.46
C  -3.39  -0.60  -1.00
C  -2.39  -1.66  -1.44
C  -2.46  -2.90  -0.82
C  -1.49  -3.88  -1.00
C  -0.42  -3.57  -1.82
C  -0.33  -2.36  -2.51
C  0.91  -2.12  -3.36
C  2.17  -2.21  -2.53
C  3.01  -3.32  -2.54
C  4.14  -3.42  -1.71
C  4.39  -2.33  -0.86
C  3.58  -1.21  -0.82
C  3.82  -0.04  0.11
C  2.83  -0.04  1.27
C  2.84  -1.14  2.12
C  1.89  -1.33  3.10
C  0.85  -0.40  3.16
C  1.89  -2.53  4.04
C  0.69  -3.43  3.70
C  3.16  -3.37  3.91
C  1.77  -2.07  5.49
C  2.43  -1.13  -1.65
O  1.67  -0.11  -1.60
C  5.06  -4.64  -1.68
C  4.62  -5.72  -2.67
C  5.05  -5.26  -0.28
C  6.49  -4.23  -2.04
C  -1.35  -1.41  -2.34
O  -1.30  -0.22  -3.04
C  -2.13  -0.21  -4.18
C  -1.63  -5.21  -0.26
C  -2.85  -5.96  -0.81
C  -0.39  -6.09  -0.44
C  -1.83  -4.96  1.24
C  -2.13  0.67  0.75
O  -1.59  1.38  -0.16
C  -4.23  -1.45  3.97
C  -3.25  -2.33  4.75
C  -5.36  -2.34  3.47
C  -4.84  -0.41  4.93
H  3.84  2.45  1.27
H  2.70  3.76  1.64
H  3.20  3.46  -0.06
H  -0.40  2.41  1.71
H  -0.55  2.02  3.43
H  -2.12  0.26  4.14
H  -4.62  -1.61  1.21
H  -3.27  0.31  -1.59
H  -4.41  -0.98  -1.14
H  -3.27  -3.06  -0.13
H  0.41  -4.26  -1.95
H  0.85  -1.13  -3.81
H  0.94  -2.87  -4.16
H  2.77  -4.13  -3.22
H  5.26  -2.36  -0.20
H  3.74  0.88  -0.46
H  4.84  -0.11  0.51
H  3.61  -1.88  1.94
H  0.02  -0.57  3.84
H  0.80  -3.81  2.68
H  -0.25  -2.88  3.75
H  0.63  -4.28  4.38
H  3.26  -3.79  2.90
H  3.13  -4.20  4.61
H  4.05  -2.77  4.12
H  0.85  -1.51  5.66
H  2.61  -1.42  5.76
H  1.78  -2.93  6.17
H  3.61  -6.08  -2.44
H  5.30  -6.57  -2.62
H  4.62  -5.34  -3.70
H  4.04  -5.57  -0.01
H  5.39  -4.54  0.47
H  5.71  -6.13  -0.23
H  6.53  -3.80  -3.05
H  7.17  -5.09  -2.00
H  6.87  -3.47  -1.35
H  -3.18  -0.40  -3.91
H  -1.82  -0.97  -4.90
H  -2.05  0.78  -4.63
H  -2.73  -6.16  -1.88
H  -3.76  -5.38  -0.68
H  -2.97  -6.92  -0.29
H  -0.22  -6.34  -1.49
H  -0.52  -7.03  0.11
H  0.51  -5.60  -0.06
H  -2.73  -4.38  1.43
H  -0.99  -4.41  1.65
H  -1.91  -5.92  1.77
H  -2.80  -3.08  4.09
H  -3.75  -2.84  5.58
H  -2.43  -1.74  5.17
H  -4.98  -3.13  2.82
H  -6.11  -1.77  2.91
H  -5.86  -2.82  4.32
H  -4.07  0.25  5.33
H  -5.35  -0.90  5.77
H  -5.56  0.21  4.40
O  2.30  5.97  -4.60
C  2.38  5.23  -3.59
O  2.49  4.00  -3.51
C  2.34  6.00  -2.25
C  3.09  7.20  -2.15
C  3.10  7.90  -0.99
C  2.33  7.43  0.11
C  2.27  8.08  1.36
C  1.51  7.58  2.38
C  0.77  6.39  2.18
C  0.81  5.74  0.98
C  1.59  6.24  -0.09
N  1.61  5.54  -1.26
H  3.63  7.53  -3.03
H  3.68  8.81  -0.87
H  2.85  8.99  1.50
H  1.47  8.08  3.33
H  0.18  5.98  2.99
H  0.25  4.82  0.81
C  1.66  3.07  -6.89
N  0.24  2.72  -7.06
C  -0.02  1.43  -7.67
C  -0.52  3.05  -6.02
N  -1.06  3.31  -5.04
H  2.12  3.17  -7.87
H  2.19  2.30  -6.31
H  1.74  4.01  -6.34
H  0.37  1.43  -8.69
H  -1.10  1.25  -7.71
H  0.45  0.61  -7.11
C  -2.65  6.08  -0.73
P  -2.19  4.30  -0.52
C  -2.82  3.69  -2.13
C  -3.48  3.80  0.68
C  -3.45  4.37  1.95
C  -4.32  3.96  2.95
C  -5.23  2.94  2.69
C  -5.26  2.35  1.44
C  -4.40  2.78  0.44
H  -3.69  6.22  -1.03
H  -1.99  6.51  -1.48
H  -2.48  6.61  0.21
H  -3.87  3.95  -2.28
H  -2.67  2.62  -2.28
H  -2.24  4.19  -2.90
H  -2.71  5.14  2.17
H  -4.27  4.41  3.93
H  -5.89  2.59  3.48
H  -5.93  1.52  1.24
H  -4.40  2.28  -0.52

These are the Mulliken partial charges, in e, on atoms 1 to 99: 2.645 -0.606 -0.519 -0.620 0.918 -0.726 1.026 -0.905 -0.113 -0.851 1.210 -1.059 0.656 -0.806 0.446 -0.554 0.485 -1.462 -0.153 -0.116 -0.227 -0.833 0.061 -1.050 0.401 -0.583 -0.022 -0.172 2.599 -1.520 -2.418 -1.873 0.069 -0.845 2.296 -2.169 -1.505 -1.834 -0.206 0.009 -1.027 2.741 -1.932 -2.388 -1.672 -0.785 -1.052 2.091 -1.419 -2.170 -1.806 0.555 0.035 0.105 -0.462 0.596 0.572 0.623 -0.441 0.674 0.327 0.381 0.247 0.540 0.447 0.330 0.179 0.509 0.392 0.037 0.178 0.067 0.468 0.389 0.445 0.439 0.244 0.383 0.477 0.319 0.444 0.398 0.196 0.315 0.461 0.372 0.465 0.299 0.293 0.336 0.108 0.389 0.293 0.465 0.401 0.486 0.402 0.249 0.107